ORCA calculation (the ωB97M-V functional and the def2-TZVPD basis) on a 2-piece molecular cluster, C14H28F3NO7P overall.

```
54
Properties=species:S:1:pos:R:3:lowdin_charge:R:1
C 0.969 4.352 4.312 -0.063
C -0.153 5.219 3.730 -0.273
O -1.074 4.478 2.959 -0.151
C -0.980 4.668 1.554 -0.171
C -0.240 3.505 0.861 -0.181
O -1.025 2.859 -0.114 -0.107
C -1.762 1.782 0.458 -0.237
N -0.864 0.647 0.592 -0.171
C -0.476 0.165 -0.658 -0.620
O -1.005 0.334 -1.673 0.200
O 0.621 -0.634 -0.626 0.008
O 1.521 -0.221 0.373 -0.087
C 1.970 -1.379 1.050 -0.250
C 3.483 -1.503 0.968 -0.061
P -1.442 -0.637 1.675 0.938
C -3.082 -0.180 2.396 -0.298
C -1.575 -2.249 0.780 -0.242
H 0.732 4.026 5.316 0.064
H 1.868 4.951 4.400 0.067
H 1.146 3.468 3.713 0.067
H 0.252 6.086 3.216 0.108
H -0.708 5.605 4.583 0.109
H -1.998 4.730 1.182 0.124
H -0.495 5.604 1.281 0.114
H 0.079 2.818 1.640 0.113
H 0.671 3.876 0.399 0.125
H -2.578 1.607 -0.232 0.135
H -2.109 2.125 1.427 0.113
H 1.528 -2.259 0.603 0.115
H 1.644 -1.338 2.085 0.099
H 3.784 -2.526 0.781 0.072
H 3.881 -0.916 0.150 0.078
H 3.978 -1.197 1.881 0.062
H -3.401 -1.055 2.944 0.027
H -2.899 0.600 3.123 0.021
H -3.854 0.130 1.694 0.036
H -0.751 -2.876 1.081 0.023
H -2.492 -2.723 1.118 0.035
H -1.646 -2.194 -0.304 0.045
C 1.318 -1.767 -3.576 -0.079
C -0.156 -2.157 -3.496 -0.293
O -0.589 -3.005 -4.531 -0.122
C -0.354 -4.453 -4.390 -0.546
O -0.747 -4.939 -3.251 -0.178
C 1.124 -4.842 -4.713 -0.545
F 1.646 -4.118 -5.750 0.079
F 1.196 -6.135 -5.111 0.094
F 1.998 -4.717 -3.694 0.098
H 1.614 -1.587 -4.611 0.073
H 1.502 -0.865 -2.990 0.051
H 1.963 -2.545 -3.172 0.056
H -0.739 -1.242 -3.620 0.095
H -0.415 -2.553 -2.508 0.095
H -0.879 -4.824 -5.305 0.132
```

Summary:
- LUMO: 2.3 eV
- Energy: -48232.131 eV
- Net charge: -1